A structure of composition HO2S at a distorted geometry, computed with wB97M-V/def2-TZVPD.

Calculated values
E_LUMO, eV: 4.500
Net charge: -1
Strongest force on any atom, eV Å⁻¹: 1.64
Energy above the lowest of the compared OMol25 structures with the same formula, charge and spin, kcal/mol: 5.94
Gap between HOMO and LUMO, eV: 7.211
Spin multiplicity: 1
Total energy, Eh: -549.26812

Last column: natural (NBO) charge in e.
Geometry (Å):
S1 0.4303 0.6375 -1.1227  1.382
O1 -0.0420 -0.3092 -2.1477  -1.054
O2 1.8914 0.5618 -0.9095  -1.052
H1 -0.2922 0.0509 0.3110  -0.276